C34H38IrN4O5Te | wB97M-V/def2-TZVPD

2S+1: 2
frontier orbital gap (spin up / spin down): 6.49 / 7.14 eV
lowest unoccupied orbital energy (spin up / spin down): -0.60 / -1.33 eV
HOMO energy (spin up / spin down): -7.09 / -8.47 eV
energy: -2285.93313 a.u.
energy relative to the best compared isomer or geometry (same formula, charge and spin): 1.116 eV

Last column: Löwdin charge in e.
Positions of all 83 atoms, in Å:
Ir  -1.69  0.30  1.01  1.298
O  -1.94  4.19  2.34  0.092
C  -2.11  3.05  1.95  -0.570
O  -1.23  2.28  1.38  -0.175
C  -3.48  2.42  2.00  -0.160
C  -4.64  3.04  2.42  0.029
C  -5.85  2.38  2.21  -0.019
C  -5.87  1.18  1.51  0.027
C  -4.66  0.64  1.12  -0.161
N  -3.51  1.22  1.44  -0.004
C  -4.47  -0.53  0.18  -0.571
O  -5.40  -1.17  -0.25  0.086
O  -3.21  -0.68  -0.12  -0.206
H  -4.57  4.02  2.87  0.128
H  -6.78  2.84  2.54  0.114
H  -6.78  0.67  1.24  0.128
C  -0.96  -4.49  -1.28  -0.038
C  -1.22  -4.00  0.14  -0.623
C  -2.54  -4.57  0.66  -0.039
C  -0.06  -4.40  1.04  -0.038
N  -1.25  -2.53  0.02  -0.060
N  -1.53  -1.86  1.25  -0.078
H  -0.90  -5.58  -1.30  0.088
H  -0.03  -4.08  -1.66  0.086
H  -1.78  -4.20  -1.95  0.088
H  -2.53  -5.66  0.60  0.088
H  -3.38  -4.20  0.07  0.091
H  -2.71  -4.31  1.71  0.074
H  0.11  -5.47  0.98  0.089
H  -0.26  -4.17  2.09  0.081
H  0.86  -3.88  0.75  0.082
H  -2.01  -2.24  -0.60  0.088
H  -0.76  -2.07  1.88  0.078
H  -2.39  -2.20  1.69  0.108
C  5.33  0.06  -5.57  -0.050
C  4.24  0.03  -4.53  -0.265
C  2.93  0.35  -4.85  -0.019
C  1.92  0.32  -3.90  -0.303
C  0.53  0.73  -4.35  -0.078
C  2.22  -0.04  -2.58  -0.326
Te  0.57  0.09  -1.15  1.724
N  0.22  0.15  1.13  -0.327
C  1.00  -0.62  1.92  -0.609
O  1.82  -1.43  1.49  -0.010
C  0.91  -0.43  3.42  -0.146
C  2.09  -0.62  4.13  -0.021
C  2.11  -0.48  5.51  -0.074
C  0.94  -0.16  6.19  -0.085
C  -0.24  0.02  5.49  -0.077
C  -0.25  -0.10  4.10  -0.049
C  0.94  2.16  -1.00  -0.396
C  2.18  2.54  -0.51  -0.110
C  2.50  3.87  -0.35  -0.074
C  1.56  4.84  -0.70  -0.069
C  0.32  4.45  -1.19  -0.042
C  -0.02  3.11  -1.35  -0.312
C  -1.39  2.78  -1.87  -0.074
C  3.54  -0.38  -2.24  -0.295
C  3.97  -0.80  -0.86  -0.064
C  4.52  -0.34  -3.22  -0.019
H  4.95  0.39  -6.53  0.073
H  5.78  -0.92  -5.70  0.082
H  6.13  0.75  -5.27  0.081
H  2.68  0.63  -5.87  0.118
H  0.32  0.32  -5.34  0.083
H  0.46  1.82  -4.42  0.090
H  -0.26  0.39  -3.68  0.015
H  2.99  -0.89  3.59  0.116
H  3.04  -0.61  6.05  0.104
H  0.95  -0.06  7.27  0.102
H  -1.15  0.26  6.01  0.103
H  -1.17  0.07  3.56  0.069
H  2.91  1.78  -0.24  0.095
H  3.46  4.16  0.04  0.104
H  1.79  5.89  -0.58  0.105
H  -0.41  5.21  -1.44  0.118
H  -2.15  3.26  -1.25  0.082
H  -1.60  1.71  -1.88  0.021
H  -1.52  3.16  -2.89  0.086
H  3.15  -0.87  -0.16  0.016
H  4.70  -0.09  -0.46  0.089
H  4.45  -1.78  -0.90  0.090
H  5.54  -0.61  -2.96  0.124

***

C34H38MgN5SbSe5 | wB97M-V/def2-TZVPD

charge: -2
frontier orbital gap: 4.27 eV
lowest unoccupied orbital energy: 3.68 eV
HOMO energy: -0.59 eV
energy: -14039.89189 a.u.
energy relative to the best compared isomer or geometry (same formula, charge and spin): 2.042 eV

Last column: Löwdin charge in e.
Positions of all 84 atoms, in Å:
Mg  -1.56  1.79  0.86  0.114
C  -2.81  2.30  5.06  -0.112
C  -1.71  3.04  5.48  -0.131
C  -0.82  3.54  4.55  -0.073
C  -1.00  3.27  3.19  -0.225
C  -2.07  2.46  2.75  -0.121
C  -2.98  2.03  3.72  -0.119
C  -0.10  3.81  2.18  -0.198
C  0.79  4.87  2.45  0.010
C  1.62  5.34  1.47  -0.002
C  1.56  4.78  0.17  -0.154
C  2.36  5.21  -0.90  -0.048
C  2.20  4.66  -2.15  -0.093
C  1.30  3.61  -2.35  -0.062
C  0.54  3.14  -1.31  -0.061
C  0.62  3.73  -0.03  -0.241
N  -0.15  3.28  0.96  0.062
H  -3.51  1.92  5.80  0.089
H  -1.55  3.23  6.54  0.083
H  0.03  4.11  4.90  0.086
H  -3.83  1.44  3.40  0.068
H  0.79  5.34  3.42  0.099
H  2.32  6.14  1.66  0.109
H  3.08  6.00  -0.73  0.102
H  2.79  5.03  -2.98  0.094
H  1.21  3.17  -3.33  0.108
H  -0.12  2.29  -1.45  0.083
Se  -4.83  0.82  -3.33  -0.422
Sb  -5.07  1.97  -1.17  0.166
Se  -4.69  0.03  0.64  -0.224
Se  -2.79  3.28  -1.03  -0.293
Se  -3.52  5.39  -0.69  -0.378
C  0.15  -5.22  0.31  -0.109
C  1.24  -4.90  1.32  -0.272
C  2.20  -3.83  0.80  -0.194
C  1.53  -2.45  0.68  -0.154
N  0.96  -2.19  -0.61  -0.054
C  -0.38  -2.07  -0.84  -0.117
Se  -2.45  -0.60  0.47  0.050
N  -0.51  -1.75  -2.15  -0.037
C  -1.77  -1.49  -2.79  -0.194
C  -2.80  -2.57  -2.50  -0.212
C  -2.39  -3.98  -2.92  -0.258
C  -2.12  -4.12  -4.41  -0.116
C  0.72  -1.67  -2.76  -0.149
C  1.10  -1.40  -4.06  -0.015
C  2.45  -1.48  -4.36  -0.117
C  3.39  -1.79  -3.38  -0.123
C  3.03  -2.01  -2.07  -0.029
C  1.68  -1.97  -1.76  -0.163
H  -0.52  -5.98  0.69  0.066
H  0.60  -5.57  -0.61  0.074
H  -0.43  -4.32  0.09  0.046
H  1.82  -5.80  1.56  0.096
H  0.79  -4.55  2.25  0.103
H  2.59  -4.14  -0.17  0.102
H  3.05  -3.76  1.48  0.101
H  2.27  -1.67  0.90  0.109
H  0.71  -2.36  1.40  0.122
H  -1.60  -1.39  -3.87  0.109
H  -2.18  -0.54  -2.43  0.055
H  -3.72  -2.27  -3.00  0.091
H  -2.99  -2.56  -1.42  0.058
H  -3.20  -4.66  -2.64  0.101
H  -1.50  -4.29  -2.36  0.087
H  -2.96  -3.74  -4.99  0.073
H  -1.96  -5.17  -4.68  0.058
H  -1.22  -3.57  -4.70  0.053
H  0.38  -1.13  -4.82  0.106
H  2.78  -1.29  -5.37  0.090
H  4.44  -1.85  -3.66  0.087
H  3.77  -2.21  -1.31  0.102
C  -0.19  -0.10  3.57  -0.010
C  0.82  0.48  2.66  -0.400
N  0.69  0.68  1.38  0.091
C  1.88  1.15  0.93  -0.154
C  2.76  1.26  1.97  -0.097
N  2.08  0.81  3.07  0.106
H  -0.56  0.65  4.27  0.066
H  0.24  -0.93  4.14  0.079
H  -1.03  -0.45  2.98  0.029
H  2.04  1.40  -0.10  0.102
H  3.76  1.62  2.02  0.097
H  2.45  0.75  4.00  0.150

***

C34H38MoN7O2S | wB97M-V/def2-TZVPD

2S+1: 3
charge: +1
frontier orbital gap (spin up / spin down): 6.48 / 6.58 eV
lowest unoccupied orbital energy (spin up / spin down): -3.39 / -3.59 eV
HOMO energy (spin up / spin down): -9.87 / -10.18 eV
energy: -2318.37846 a.u.
energy relative to the best compared isomer or geometry (same formula, charge and spin): 1.936 eV

Last column: Löwdin charge in e.
Positions of all 83 atoms, in Å:
Mo  0.12  -0.50  0.09  1.799
C  2.35  -2.54  -1.21  -0.090
N  2.11  -1.11  -1.52  -0.213
C  1.70  -1.02  -2.96  -0.176
C  0.63  0.03  -3.20  -0.159
C  -0.79  -0.52  -3.01  -0.179
N  -0.82  -1.39  -1.81  -0.076
C  -1.24  -2.58  -1.96  -0.072
C  -1.28  -3.62  -0.94  -0.150
C  -2.01  -4.79  -1.17  -0.024
C  -2.02  -5.80  -0.23  -0.069
C  -1.28  -5.66  0.94  -0.049
C  -0.53  -4.52  1.18  0.010
C  -0.54  -3.50  0.24  -0.323
O  0.16  -2.38  0.43  -0.302
C  3.46  -0.48  -1.33  -0.188
C  3.72  0.96  -1.79  -0.150
C  3.32  2.07  -0.83  -0.226
N  1.88  2.13  -0.81  0.043
C  1.30  3.22  -1.07  -0.105
C  -0.17  3.35  -1.22  -0.167
C  -0.70  4.56  -1.63  -0.043
C  -2.06  4.73  -1.80  -0.074
C  -2.92  3.67  -1.53  -0.056
C  -2.41  2.46  -1.10  -0.010
C  -1.04  2.30  -0.95  -0.345
O  -0.51  1.13  -0.52  -0.366
H  3.20  -2.92  -1.80  0.102
H  1.48  -3.13  -1.44  0.073
H  2.59  -2.66  -0.15  0.094
H  1.34  -2.00  -3.27  0.119
H  2.58  -0.81  -3.57  0.124
H  0.69  0.43  -4.21  0.128
H  0.80  0.84  -2.50  0.070
H  -1.12  -1.10  -3.88  0.120
H  -1.47  0.32  -2.87  0.111
H  -1.62  -2.88  -2.94  0.140
H  -2.57  -4.88  -2.09  0.119
H  -2.60  -6.70  -0.41  0.109
H  -1.29  -6.45  1.68  0.114
H  0.05  -4.40  2.08  0.124
H  4.17  -1.11  -1.87  0.120
H  3.70  -0.57  -0.27  0.094
H  3.27  1.14  -2.76  0.111
H  4.80  1.03  -1.93  0.122
H  3.77  3.02  -1.15  0.117
H  3.68  1.86  0.18  0.095
H  1.87  4.14  -1.25  0.130
H  -0.02  5.38  -1.82  0.116
H  -2.46  5.68  -2.13  0.106
H  -3.99  3.79  -1.65  0.112
H  -3.07  1.64  -0.83  0.103
C  -5.40  -1.31  1.30  -0.064
C  -4.83  -1.26  2.57  -0.057
C  -3.48  -1.01  2.72  -0.010
C  -2.70  -0.80  1.59  -0.207
C  -3.26  -0.82  0.33  -0.054
C  -4.62  -1.08  0.18  -0.062
N  -1.27  -0.54  1.70  -0.074
N  -0.82  -0.61  2.86  0.116
C  0.56  -0.37  2.96  -0.333
C  1.10  -0.36  4.23  -0.007
C  2.45  -0.08  4.39  -0.060
C  3.22  0.18  3.26  -0.073
C  2.66  0.14  1.98  -0.121
C  1.31  -0.14  1.80  -0.219
H  -6.46  -1.51  1.19  0.111
H  -5.44  -1.42  3.45  0.112
H  -3.02  -0.98  3.70  0.111
H  -2.65  -0.64  -0.54  0.071
H  -5.05  -1.11  -0.81  0.111
H  0.46  -0.55  5.08  0.122
H  2.90  -0.07  5.37  0.111
H  4.28  0.40  3.37  0.111
H  3.29  0.34  1.13  0.046
N  0.55  5.14  1.59  0.094
C  0.75  3.90  2.10  -0.947
N  2.02  3.61  2.43  0.105
S  -0.50  2.79  2.25  0.681
H  1.23  5.87  1.70  0.105
H  -0.41  5.42  1.44  0.093
H  2.75  4.30  2.45  0.107
H  2.20  2.70  2.82  0.068